[1]
Density functional theory data (wB97M-V/def2-TZVPD) for 19 unconnected molecules or ions with the total composition C54H142Cl10N6O20 at a distorted geometry.

Positions of all 232 atoms, in Å:
Cl1 -35.13432 -34.08256 14.55933
C1 -35.39771 -32.70810 15.68527
C2 -36.32511 -33.11422 16.84505
Cl2 -36.53061 -31.65755 17.92320
H1 -35.98839 -31.94328 15.18103
H2 -34.40801 -32.35332 15.97290
H3 -35.82299 -33.88497 17.42981
H4 -37.28251 -33.40155 16.41042
Cl3 -29.75219 -16.24680 20.07270
C3 -29.95572 -17.06745 21.62927
C4 -31.26539 -17.89840 21.52415
Cl4 -31.74019 -18.50058 23.16289
H5 -29.96405 -16.26610 22.36810
H6 -29.02445 -17.63015 21.69424
H7 -31.05043 -18.72643 20.84868
H8 -32.09170 -17.36686 21.05215
Cl5 -36.88624 -34.05398 23.92856
C5 -38.63278 -33.82531 23.39990
C6 -39.12488 -34.84197 22.41375
Cl6 -40.81967 -34.64887 21.90621
H9 -38.70849 -32.84858 22.92199
H10 -39.24034 -33.83367 24.30483
H11 -39.00660 -35.83140 22.85552
H12 -38.49110 -34.91056 21.52961
Cl7 -31.44145 -19.97900 36.65243
C7 -30.92871 -20.95191 35.26462
C8 -29.42958 -21.00067 35.20415
Cl8 -28.61391 -21.46378 36.70756
H13 -31.32414 -20.56383 34.32594
H14 -31.45569 -21.89010 35.43834
H15 -29.04807 -20.01430 34.94028
H16 -29.07319 -21.64061 34.39696
Cl9 -33.75404 -24.94715 18.87430
C9 -35.48544 -25.51060 18.69113
C10 -35.76825 -25.86606 17.19230
Cl10 -34.56827 -27.03876 16.62148
H17 -36.05009 -24.61520 18.95102
H18 -35.62087 -26.39325 19.31619
H19 -35.77548 -24.96486 16.57920
H20 -36.74995 -26.32129 17.06152
C11 -28.12365 -20.12249 27.95208
O1 -28.66689 -19.62385 29.14047
H21 -27.07584 -20.29558 28.19743
H22 -28.57806 -21.01136 27.51446
H23 -28.16418 -19.37007 27.16446
H24 -27.93611 -19.21894 29.61335
C12 -42.34349 -24.28196 25.71958
O2 -43.31938 -25.11893 26.32361
H25 -42.23789 -23.52260 26.49438
H26 -41.37223 -24.75853 25.58676
H27 -42.74689 -23.75106 24.85731
H28 -44.02369 -24.57129 26.67807
C13 -36.96218 -14.18994 36.91010
O3 -37.07368 -14.92263 35.69930
H29 -37.95115 -13.98570 37.32038
H30 -36.39890 -14.75081 37.65591
H31 -36.42157 -13.25089 36.79162
H32 -36.33068 -14.75390 35.11527
C14 -28.73572 -28.32106 26.09937
O4 -27.41211 -28.06042 25.82036
H33 -29.26619 -28.66304 25.21069
H34 -28.82276 -29.07017 26.88637
H35 -29.34964 -27.46330 26.37404
H36 -26.99289 -28.92403 25.82593
C15 -38.14022 -30.31163 30.22646
O5 -39.27814 -31.05740 29.90783
H37 -37.59479 -30.65198 31.10667
H38 -37.45519 -30.33657 29.37898
H39 -38.33836 -29.25110 30.38176
H40 -39.67290 -30.63604 29.14087
C16 -28.59944 -23.89325 23.16222
O6 -27.42066 -24.06467 23.87836
H41 -28.59483 -24.37018 22.18211
H42 -29.45685 -24.28922 23.70642
H43 -28.94796 -22.86953 23.02570
H44 -27.37601 -24.96391 24.21149
C17 -32.05141 -15.36606 33.20385
O7 -33.22833 -14.76983 32.67204
H45 -32.30846 -15.88906 34.12499
H46 -31.68525 -16.23776 32.66148
H47 -31.26787 -14.64411 33.43395
H48 -33.16146 -14.70225 31.71676
C18 -37.79894 -20.72893 24.67946
O8 -38.07795 -20.69188 26.01693
H49 -36.77594 -20.42772 24.45398
H50 -38.00872 -21.66839 24.16808
H51 -38.39117 -19.98594 24.14531
H52 -37.48215 -21.24534 26.52713
C19 -28.13345 -38.40216 21.77808
O9 -27.09546 -38.31274 22.72434
C20 -26.65553 -36.96622 23.01802
C21 -27.62590 -36.00094 23.75142
N1 -28.38810 -35.25610 22.74260
C22 -29.20091 -34.22352 23.35012
C23 -30.21035 -33.69152 22.33745
O10 -29.48795 -32.80244 21.47347
C24 -30.25244 -31.95277 20.60999
H53 -28.57781 -39.39143 21.66863
H54 -27.61173 -38.07646 20.87818
H55 -28.97449 -37.72478 21.92615
H56 -26.19486 -36.48552 22.15499
H57 -25.91857 -37.16933 23.79503
H58 -27.14533 -35.39575 24.52011
H59 -28.32171 -36.61679 24.32123
H60 -27.78630 -34.74450 22.11315
H61 -28.59721 -33.36713 23.65055
H62 -29.85129 -34.52219 24.17226
H63 -30.95370 -33.29973 23.03174
H64 -30.73775 -34.47674 21.79582
H65 -29.69710 -31.34009 19.89984
H66 -30.72275 -31.19315 21.23439
H67 -30.91163 -32.61704 20.05114
C25 -39.38187 -19.51653 14.72354
O11 -38.56030 -20.58574 15.09642
C26 -38.31707 -20.73839 16.49978
C27 -39.51773 -20.97610 17.40446
N2 -40.22531 -22.08377 16.82231
C28 -41.41563 -22.61232 17.52382
C29 -41.19926 -23.24790 18.95799
O12 -40.34596 -24.36173 18.83758
C30 -39.95205 -24.96050 20.01763
H68 -39.48027 -19.53469 13.63814
H69 -38.98376 -18.53877 14.99482
H70 -40.38744 -19.71785 15.09289
H71 -37.77891 -19.85427 16.84157
H72 -37.63585 -21.57758 16.64052
H73 -40.16646 -20.10022 17.41378
H74 -39.21017 -21.09784 18.44306
H75 -40.45289 -21.86535 15.86284
H76 -41.93061 -23.35917 16.91957
H77 -42.20742 -21.88805 17.71511
H78 -42.14474 -23.66515 19.30451
H79 -40.82627 -22.47745 19.63281
H80 -39.31176 -24.29894 20.60113
H81 -39.30769 -25.81030 19.79240
H82 -40.81045 -25.32490 20.58196
C31 -38.73528 -19.94951 41.00678
O13 -39.97033 -20.70231 40.76122
C32 -40.56271 -20.30499 39.49050
C33 -41.74284 -21.24948 39.15656
N3 -42.64396 -21.33643 40.30397
C34 -43.65441 -22.35858 40.14961
C35 -44.75099 -22.31011 41.26027
O14 -45.86863 -23.15968 40.92644
C36 -45.63627 -24.60389 40.92713
H83 -38.46404 -20.03534 42.05900
H84 -38.77702 -18.88206 40.79019
H85 -38.02498 -20.48539 40.37719
H86 -39.86808 -20.33126 38.65092
H87 -40.95602 -19.28842 39.49000
H88 -41.29407 -22.17327 38.79142
H89 -42.41398 -20.97922 38.34131
H90 -42.07436 -21.68924 41.05973
H91 -43.09318 -23.27775 40.31766
H92 -44.05169 -22.29969 39.13630
H93 -45.20161 -21.32147 41.34766
H94 -44.45601 -22.54282 42.28347
H95 -45.02373 -25.03682 40.13627
H96 -46.58767 -25.10720 40.75505
H97 -45.34772 -24.92835 41.92691
C37 -32.46228 -14.09296 27.35841
O15 -33.79085 -13.99130 27.82275
C38 -34.83085 -14.68581 27.10851
C39 -35.17199 -14.11796 25.66486
N4 -35.72225 -12.73623 25.77045
C40 -34.83920 -11.66421 26.19979
C41 -33.82433 -11.23674 25.11069
O16 -33.12983 -10.09549 25.63750
C42 -33.74672 -8.82796 25.45853
H98 -32.34082 -13.64893 26.37039
H99 -32.09568 -15.11685 27.28524
H100 -31.73150 -13.58485 27.98762
H101 -35.75870 -14.68837 27.68051
H102 -34.48983 -15.71972 27.05533
H103 -35.85816 -14.79400 25.15472
H104 -34.24849 -14.02923 25.09269
H105 -36.55794 -12.65384 26.33164
H106 -34.30880 -11.84431 27.13486
H107 -35.37136 -10.73197 26.38907
H108 -34.21978 -10.94664 24.13727
H109 -33.12170 -12.03503 24.87166
H110 -33.08657 -7.99876 25.71295
H111 -34.56321 -8.69579 26.16844
H112 -34.17861 -8.54462 24.49869
C43 -40.49119 -22.26233 31.97080
O17 -39.82911 -23.34056 32.67681
C44 -38.77749 -23.92410 31.86970
C45 -37.91311 -24.76381 32.74588
N5 -36.62473 -25.14276 32.21651
C46 -35.76352 -25.87844 33.08131
C47 -34.51187 -26.28748 32.35931
O18 -33.65066 -25.16477 32.07687
C48 -32.50120 -25.54349 31.28134
H113 -40.81101 -22.65839 31.00697
H114 -39.91763 -21.34288 31.85361
H115 -41.32860 -21.97106 32.60485
H116 -38.17462 -23.11377 31.45981
H117 -39.25132 -24.44063 31.03497
H118 -38.39693 -25.72090 32.94083
H119 -37.91340 -24.34076 33.75044
H120 -36.22938 -24.21512 32.15920
H121 -36.37090 -26.73335 33.37849
H122 -35.46640 -25.35516 33.99016
H123 -34.83220 -26.77720 31.43971
H124 -34.00613 -27.11357 32.85921
H125 -31.94996 -24.65464 30.97445
H126 -32.87835 -25.93621 30.33708
H127 -31.89102 -26.28188 31.80148
C49 -36.09959 -21.31724 32.20252
O19 -35.29624 -22.01714 31.17440
C50 -35.07735 -21.29187 29.97561
C51 -34.30201 -22.17918 28.92248
N6 -35.19615 -23.19839 28.37399
C52 -34.65230 -23.99310 27.25057
C53 -35.49262 -25.23508 26.91901
O20 -35.02341 -25.81830 25.67393
C54 -35.46291 -27.14383 25.54135
H128 -35.57015 -20.61035 32.84134
H129 -36.41633 -22.03091 32.96307
H130 -37.00481 -20.82499 31.84705
H131 -34.42932 -20.42658 30.11501
H132 -35.99134 -20.85574 29.57248
H133 -33.39952 -22.51417 29.43375
H134 -34.03083 -21.56467 28.06403
H135 -35.45433 -23.82709 29.12109
H136 -33.61792 -24.29711 27.41098
H137 -34.53577 -23.44904 26.31328
H138 -36.48145 -24.79000 26.80844
H139 -35.53786 -25.97693 27.71633
H140 -35.26115 -27.58958 24.56734
H141 -36.52708 -27.37111 25.60443
H142 -34.99003 -27.73286 26.32718

Computed properties:
HOMO-LUMO gap ... 0.3086 hartree



[2]
Density functional theory data (wB97M-V/def2-TZVPD) for 13 unconnected molecules or ions with the total composition C54H144N10O17 at a distorted geometry.

Positions of all 225 atoms, in Å:
C1 -5.29118 -10.97773 -13.31988
C2 -5.74407 -11.30861 -14.75013
C3 -5.82235 -12.84923 -15.05850
O1 -4.47158 -13.30048 -14.96230
C4 -4.30428 -14.61461 -14.43510
N1 -7.02041 -10.66483 -14.96470
H1 -4.29674 -11.36197 -13.09280
H2 -5.98113 -11.54447 -12.69468
H3 -5.24520 -9.92604 -13.03718
H4 -5.17729 -10.76350 -15.50493
H5 -6.11946 -12.82563 -16.10696
H6 -6.58105 -13.41901 -14.52202
H7 -4.81448 -15.42021 -14.96313
H8 -4.44470 -14.68766 -13.35665
H9 -3.27305 -14.90030 -14.64254
H10 -6.89706 -9.72658 -14.61176
H11 -7.54526 -11.14667 -14.24883
C5 -3.31035 -15.15900 -6.71895
C6 -3.90186 -15.39326 -8.13864
C7 -3.88388 -14.22274 -9.15749
O2 -4.46018 -14.53747 -10.35372
C8 -5.83794 -14.37183 -10.43958
N2 -3.16151 -16.48944 -8.68377
H12 -3.66475 -14.14235 -6.54891
H13 -2.24103 -15.07620 -6.52450
H14 -3.74317 -15.82087 -5.96882
H15 -4.95243 -15.65159 -8.00571
H16 -2.85143 -13.90467 -9.30233
H17 -4.35887 -13.31056 -8.79636
H18 -6.36379 -15.28237 -10.15235
H19 -6.11132 -14.30132 -11.49238
H20 -6.17859 -13.51949 -9.85173
H21 -3.50219 -16.59811 -9.62834
H22 -2.26206 -16.05750 -8.84034
C9 2.29300 -12.45396 -3.59068
C10 1.96365 -12.96927 -4.94132
C11 2.49932 -14.37723 -5.12119
O3 3.81644 -14.53721 -4.77506
C12 4.26657 -15.92434 -4.83630
N3 0.52756 -13.06683 -5.37348
H23 1.60488 -12.77116 -2.80711
H24 2.15528 -11.37270 -3.59251
H25 3.27881 -12.77847 -3.25757
H26 2.45593 -12.31273 -5.65876
H27 2.45266 -14.44673 -6.20798
H28 1.90585 -15.07792 -4.53388
H29 4.09272 -16.54761 -5.71346
H30 3.76136 -16.44715 -4.02419
H31 5.33857 -16.02890 -4.66896
H32 -0.00457 -13.77492 -4.88814
H33 -0.00702 -12.27146 -5.05455
C13 2.83325 -10.56537 0.66338
C14 2.45030 -9.21206 1.31140
C15 1.87775 -9.28081 2.74711
O4 0.72027 -10.02271 2.91052
C16 -0.43572 -9.65776 2.28226
N4 3.68069 -8.42391 1.18930
H34 3.23290 -11.27827 1.38460
H35 3.47011 -10.46909 -0.21596
H36 1.89375 -10.94063 0.25764
H37 1.69590 -8.72473 0.69374
H38 1.71084 -8.24489 3.04227
H39 2.55321 -9.91000 3.32675
H40 -0.38808 -9.69318 1.19388
H41 -0.74409 -8.66204 2.60091
H42 -1.25814 -10.32257 2.54639
H43 3.87012 -8.22722 0.21692
H44 3.46712 -7.47359 1.45647
C17 5.00111 -7.76555 -7.20281
C18 4.87669 -9.15914 -6.71356
C19 4.44356 -10.21044 -7.83948
O5 3.10485 -10.07957 -8.32812
C20 2.71581 -11.11849 -9.20154
N5 6.07948 -9.58560 -6.04871
H45 5.37007 -7.15968 -6.37523
H46 4.00088 -7.49832 -7.54373
H47 5.63236 -7.74726 -8.09124
H48 4.12012 -9.32703 -5.94706
H49 4.56119 -11.22055 -7.44712
H50 5.10281 -10.17941 -8.70696
H51 3.19078 -11.09991 -10.18244
H52 1.69441 -10.83017 -9.44995
H53 2.61276 -12.11387 -8.76946
H54 5.84908 -10.41714 -5.52377
H55 6.48009 -8.96485 -5.36004
C21 1.41312 -4.84910 -0.59215
C22 2.92858 -5.25315 -0.46248
C23 3.61535 -5.93937 -1.67385
O6 3.41289 -7.34654 -1.60554
C24 4.54384 -8.01361 -2.05246
N6 3.54087 -3.86792 -0.34219
H56 0.79373 -5.72294 -0.39002
H57 1.14843 -4.58480 -1.61596
H58 1.16250 -4.11045 0.16922
H59 3.06280 -5.92115 0.38832
H60 4.67679 -5.70224 -1.74603
H61 3.17243 -5.51718 -2.57590
H62 4.20107 -9.04829 -2.04486
H63 5.36475 -7.93185 -1.34006
H64 4.95080 -7.67440 -3.00505
H65 3.27459 -3.26462 -1.10719
H66 4.54185 -3.92979 -0.22250
C25 -5.46928 -9.99293 -8.22035
C26 -6.54423 -10.65996 -7.46685
O7 -6.63653 -10.12666 -6.11608
H67 -5.94276 -9.07077 -8.55730
H68 -5.14902 -10.61959 -9.05271
H69 -4.62955 -9.82142 -7.54691
H70 -6.18318 -11.68807 -7.43962
H71 -7.50971 -10.62174 -7.97133
H72 -7.30734 -10.58424 -5.60399
C27 -3.65647 -6.10271 0.91743
C28 -2.26674 -6.36493 0.17765
O8 -2.15437 -5.68056 -1.08087
H73 -4.54660 -6.57844 0.50577
H74 -3.84756 -5.03074 0.86785
H75 -3.53764 -6.31262 1.98041
H76 -2.24008 -7.44785 0.05650
H77 -1.47817 -6.03336 0.85317
H78 -2.72458 -6.14524 -1.69774
C29 -4.33760 -7.49524 -4.83226
C30 -3.53854 -6.80138 -3.71984
O9 -2.78925 -7.78960 -3.11644
H79 -3.63294 -8.01703 -5.47979
H80 -4.92937 -6.79738 -5.42465
H81 -4.97216 -8.29651 -4.45358
H82 -4.28713 -6.32805 -3.08449
H83 -2.98086 -5.93239 -4.06905
H84 -2.05804 -8.18683 -3.59514
C31 -3.92064 -3.19205 -11.52314
O10 -3.50679 -4.05879 -12.68260
C32 -2.29140 -3.82634 -13.30467
C33 -1.13000 -4.03733 -12.36574
N7 -1.14470 -5.39945 -11.79824
C34 -0.57252 -5.70075 -10.54661
C35 -1.06386 -7.07175 -10.10150
O11 -2.48134 -7.13273 -10.12950
C36 -3.21001 -6.91007 -8.97211
H85 -4.06902 -2.13739 -11.75507
H86 -3.28292 -3.35249 -10.65385
H87 -4.82918 -3.61625 -11.09569
H88 -2.26860 -2.78945 -13.63999
H89 -2.19483 -4.47164 -14.17781
H90 -1.37971 -3.32602 -11.57847
H91 -0.16271 -3.88261 -12.84378
H92 -2.10751 -5.68604 -11.69358
H93 -0.89664 -5.06732 -9.72089
H94 0.51382 -5.77929 -10.58906
H95 -0.62610 -7.20607 -9.11235
H96 -0.58103 -7.84907 -10.69375
H97 -3.16262 -5.92423 -8.50954
H98 -2.76998 -7.62694 -8.27887
H99 -4.28082 -7.10771 -8.92303
C37 0.19775 -13.19778 -13.09743
O12 0.87749 -13.63751 -14.30827
C38 0.55972 -14.87467 -14.94249
C39 1.40569 -14.95322 -16.29334
N8 1.42556 -13.68243 -16.99608
C40 0.31919 -13.45821 -17.87125
C41 -1.01893 -13.13062 -17.17610
O13 -1.73563 -12.29003 -18.06143
C42 -3.12558 -12.42177 -18.09616
H100 -0.86258 -13.40001 -13.24880
H101 0.43560 -12.13465 -13.13302
H102 0.56269 -13.68386 -12.19264
H103 -0.51263 -14.91011 -15.13461
H104 0.90777 -15.62624 -14.23390
H105 1.09903 -15.75500 -16.96507
H106 2.38383 -15.22948 -15.89962
H107 1.24180 -12.98265 -16.29136
H108 0.18116 -14.13175 -18.71705
H109 0.49600 -12.62392 -18.55007
H110 -0.86975 -12.65065 -16.20891
H111 -1.64847 -13.98921 -16.94242
H112 -3.43879 -13.46228 -18.01052
H113 -3.46364 -11.99587 -19.04084
H114 -3.59738 -11.82307 -17.31702
C43 0.09599 -8.31509 -2.38999
O14 -0.06569 -9.18757 -3.50235
C44 0.70572 -8.88093 -4.61953
C45 0.20550 -9.58527 -5.86588
N9 -1.25866 -9.77071 -5.96541
C46 -1.63411 -10.83802 -6.84135
C47 -1.70947 -10.26183 -8.28122
O15 -1.60477 -11.40897 -9.08567
C48 -2.24336 -11.25208 -10.41519
H115 -0.15238 -7.29992 -2.69957
H116 1.11942 -8.40295 -2.02535
H117 -0.51672 -8.61496 -1.53983
H118 1.73283 -9.13667 -4.35923
H119 0.75355 -7.80621 -4.79499
H120 0.58444 -10.59796 -5.72811
H121 0.68154 -9.16506 -6.75183
H122 -1.44232 -9.99646 -4.99824
H123 -2.54966 -11.34969 -6.54459
H124 -1.01995 -11.70277 -7.09255
H125 -0.90380 -9.58227 -8.55907
H126 -2.62920 -9.72790 -8.52016
H127 -2.10603 -10.28021 -10.88921
H128 -3.32821 -11.35766 -10.42300
H129 -1.87341 -11.98341 -11.13380
C49 2.86891 -1.96636 -11.78514
O16 2.80444 -2.91718 -10.74258
C50 2.55886 -2.28199 -9.46186
C51 2.84956 -3.18963 -8.29180
N10 2.27663 -2.61757 -7.08672
C52 2.05467 -3.68831 -6.03115
C53 0.75261 -4.45407 -6.35567
O17 -0.29625 -3.67560 -6.97476
C54 -1.61931 -3.97422 -6.50719
H130 3.69225 -1.27082 -11.62252
H131 1.92285 -1.42512 -11.79686
H132 3.06680 -2.50051 -12.71445
H133 1.50123 -2.02059 -9.42738
H134 3.31524 -1.50156 -9.37862
H135 3.91554 -3.39017 -8.18421
H136 2.62234 -4.20689 -8.61062
H137 1.31292 -2.41218 -7.30849
H138 2.14899 -3.31944 -5.00980
H139 2.79681 -4.46711 -6.20665
H140 0.34574 -5.02728 -5.52261
H141 0.97752 -5.24949 -7.06618
H142 -2.23276 -3.28081 -7.08248
H143 -1.90214 -3.73672 -5.48167
H144 -1.90268 -4.98791 -6.79045

Computed properties:
HOMO-LUMO gap ... 0.3261 hartree
Energy relative to the best compared isomer or geometry (same formula, charge and spin) ... 520.05 kJ/mol